Record 1
Formula: C39H39N3OPSeSnTe
Source: the Open Molecules 2025 dataset
Level of theory: ωB97M-V/def2-TZVPD

CARTESIAN COORDINATES (ANGSTROEM)
1 Sn 0.23 0.02 0.19
2 C 1.77 -2.96 0.00
3 C 0.59 -3.57 -0.77
4 C 0.52 -5.07 -0.47
5 C -0.75 -2.95 -0.39
6 C -1.91 -3.64 -1.11
7 O -2.75 -2.54 -1.56
8 C -2.11 -1.41 -1.42
9 N -0.97 -1.50 -0.76
10 C -2.80 -0.27 -2.06
11 C -3.79 -0.64 -2.98
12 C -4.54 0.31 -3.65
13 C -4.32 1.66 -3.42
14 C -3.33 2.04 -2.52
15 C -2.56 1.10 -1.84
16 P -1.37 1.84 -0.70
17 C -2.28 2.90 0.43
18 C -2.81 2.36 1.60
19 C -3.56 3.16 2.46
20 C -3.76 4.50 2.16
21 C -3.23 5.04 0.99
22 C -2.49 4.25 0.13
23 C -0.29 2.87 -1.70
24 C 0.44 3.89 -1.08
25 C 1.27 4.70 -1.83
26 C 1.39 4.50 -3.20
27 C 0.69 3.46 -3.82
28 C -0.14 2.64 -3.07
29 H 2.65 -3.60 -0.10
30 H 1.55 -2.89 1.07
31 H 2.05 -1.98 -0.38
32 H 0.75 -3.42 -1.84
33 H 0.28 -5.25 0.58
34 H 1.49 -5.54 -0.67
35 H -0.22 -5.60 -1.08
36 H -0.85 -3.04 0.69
37 H -2.51 -4.30 -0.49
38 H -1.59 -4.17 -2.00
39 H -3.97 -1.68 -3.18
40 H -5.30 0.00 -4.35
41 H -4.91 2.41 -3.93
42 H -3.16 3.10 -2.35
43 H -2.67 1.32 1.83
44 H -3.98 2.74 3.36
45 H -4.33 5.12 2.83
46 H -3.40 6.08 0.75
47 H -2.08 4.69 -0.77
48 H 0.35 4.06 -0.01
49 H 1.82 5.51 -1.36
50 H 2.02 5.15 -3.79
51 H 0.78 3.31 -4.88
52 H -0.70 1.85 -3.56
53 Se -2.34 -1.31 2.32
54 N -0.76 -0.45 2.06
55 C -0.26 -0.12 3.26
56 C 0.96 0.57 3.52
57 C 1.29 0.81 4.82
58 C 0.46 0.40 5.92
59 C -0.70 -0.25 5.72
60 C -1.10 -0.53 4.37
61 N -2.21 -1.15 4.05
62 H 1.61 0.88 2.71
63 H 2.21 1.33 5.03
64 H 0.79 0.62 6.93
65 H -1.34 -0.57 6.54
66 C 8.26 -0.49 -3.21
67 C 6.94 -0.29 -2.54
68 C 6.69 -0.83 -1.27
69 C 5.49 -0.67 -0.64
70 C 5.24 -1.35 0.68
71 C 4.51 0.16 -1.29
72 Te 3.10 1.06 -0.17
73 C 4.69 0.60 -2.64
74 C 3.64 1.31 -3.44
75 C 5.93 0.40 -3.20
76 H 8.94 -1.11 -2.62
77 H 8.74 0.47 -3.39
78 H 8.12 -0.95 -4.20
79 H 7.47 -1.41 -0.79
80 H 6.14 -1.87 1.01
81 H 4.44 -2.08 0.58
82 H 4.95 -0.64 1.45
83 H 2.64 1.21 -3.01
84 H 3.62 0.90 -4.45
85 H 3.87 2.37 -3.52
86 H 6.12 0.78 -4.20

Calculated values
DFT total energy in Ha: -4973.2298
Kohn-Sham gap in eV: 6.07
LUMO in eV: -10.0
Relative energy (zero: lowest compared OMol25 entry of this formula, charge and spin) in kJ/mol: 0.00
Charge: +3
Strongest force on any atom in hartree/bohr: 0.0110


Record 2
Formula: C39H39N5O6STeW
Source: the Open Molecules 2025 dataset
Level of theory: ωB97M-V/def2-TZVPD

CARTESIAN COORDINATES (ANGSTROEM)
1 W -0.86 0.07 -0.72
2 O -2.12 -0.17 -4.42
3 C -1.40 -0.30 -3.47
4 O -1.18 0.65 -2.57
5 C -0.50 -1.45 -3.23
6 C -0.13 -2.22 -4.34
7 C 0.95 -3.04 -4.26
8 C 1.63 -3.13 -3.03
9 C 2.74 -3.97 -2.87
10 C 3.34 -4.14 -1.65
11 C 2.82 -3.47 -0.54
12 C 1.76 -2.60 -0.68
13 C 1.15 -2.39 -1.92
14 N 0.10 -1.49 -2.02
15 H -0.69 -2.07 -5.25
16 H 1.30 -3.61 -5.11
17 H 3.11 -4.50 -3.74
18 H 4.19 -4.80 -1.54
19 H 3.26 -3.62 0.44
20 H 1.39 -2.08 0.19
21 O -4.44 0.80 -1.39
22 C -3.45 0.49 -0.82
23 O -2.65 -0.54 -1.10
24 C -2.94 1.18 0.48
25 O -3.58 1.97 1.12
26 O -1.80 0.61 0.88
27 C 3.68 -0.19 0.34
28 C 3.03 1.09 0.76
29 C 3.84 2.21 0.95
30 C 3.34 3.38 1.49
31 C 2.03 3.40 1.94
32 C 1.19 2.30 1.78
33 C -0.17 2.34 2.42
34 C 1.66 1.18 1.09
35 N 0.72 0.11 0.81
36 C 0.55 -0.77 1.80
37 C 1.41 -0.79 3.03
38 C -0.44 -1.79 1.65
39 C -0.63 -2.80 2.74
40 N -1.13 -1.83 0.53
41 C -2.26 -2.71 0.44
42 C -2.20 -3.86 -0.36
43 C -0.92 -4.37 -0.96
44 C -3.35 -4.60 -0.60
45 C -4.55 -4.26 0.00
46 C -4.57 -3.21 0.90
47 C -3.44 -2.44 1.15
48 C -3.59 -1.38 2.21
49 H 4.71 -0.01 0.04
50 H 3.16 -0.66 -0.49
51 H 3.68 -0.90 1.17
52 H 4.89 2.14 0.69
53 H 3.97 4.24 1.62
54 H 1.64 4.28 2.44
55 H -0.21 3.15 3.15
56 H -0.40 1.40 2.93
57 H -0.96 2.51 1.69
58 H 2.11 0.04 3.03
59 H 1.98 -1.72 3.07
60 H 0.81 -0.74 3.94
61 H -0.93 -2.32 3.68
62 H 0.30 -3.34 2.93
63 H -1.40 -3.51 2.47
64 H -0.81 -4.05 -2.00
65 H -0.92 -5.46 -0.95
66 H -0.05 -4.03 -0.41
67 H -3.30 -5.46 -1.24
68 H -5.45 -4.82 -0.22
69 H -5.48 -2.97 1.44
70 H -4.08 -1.82 3.08
71 H -4.24 -0.58 1.86
72 H -2.64 -0.95 2.52
73 Te -1.00 2.77 -1.07
74 C -1.13 4.50 0.25
75 C -0.44 5.64 -0.16
76 C -0.64 6.86 0.47
77 C -1.53 6.95 1.53
78 C -2.21 5.82 1.95
79 C -2.01 4.60 1.32
80 H 0.24 5.57 -1.01
81 H -0.11 7.74 0.12
82 H -1.71 7.91 2.00
83 H -2.91 5.89 2.77
84 H -2.58 3.74 1.64
85 N 2.29 3.38 -1.81
86 C 2.68 2.21 -2.30
87 N 3.93 2.11 -2.80
88 S 1.67 0.85 -2.33
89 H 2.88 4.19 -1.84
90 H 1.32 3.47 -1.49
91 H 4.46 2.94 -3.01
92 H 4.18 1.25 -3.24

Calculated values
DFT total energy in Ha: -2968.1462
Kohn-Sham gap (spin up / spin down) in eV: 5.02 / 5.02
LUMO (spin up / spin down) in eV: -1.4 / -1.4
Relative energy (zero: lowest compared OMol25 entry of this formula, charge and spin) in kJ/mol: 76.32
Strongest force on any atom in hartree/bohr: 0.1173